Record 1
Formula: C19H23F5O17S
Source: the OMol25 dataset
Level of theory: ωB97M-V with the def2-TZVPD basis set

- E (eV) = -79303.951
- highest occupied orbital energy (eV) = -10.04
- net charge = 0
- SMILES string = O=C1OC[C@@H](F)O1.O=C1OC[C@@H](F)O1.O=C1OC[C@@H](F)O1.O=C1OC[C@@H](F)O1.O=C1OC[C@@H](F)O1.O=S1(=O)CCCC1

Last column: Mulliken charge in e.
Geometry (Å):
O 4.8159 0.7027 -5.6298  -0.523
C 3.9487 0.5696 -4.8163  0.528
O 2.6922 1.0010 -5.0583  -0.404
C 1.8188 0.6016 -4.0651  0.396
C 2.7503 0.0845 -3.0135  0.538
F 2.3082 -1.0257 -2.3919  -0.280
O 4.0378 -0.0102 -3.5980  -0.359
H 1.1583 1.3820 -3.6872  -0.109
H 1.1826 -0.1502 -4.5321  -0.034
H 2.8423 0.8133 -2.2082  0.227
O -4.8686 2.7905 5.5842  -0.571
C -3.9582 2.3065 4.9092  0.605
O -2.9315 2.9909 4.2919  -0.373
C -2.4936 2.1877 3.1591  -0.227
C -2.6684 0.8295 3.7189  0.723
F -1.5989 0.4687 4.4824  -0.305
O -3.7892 1.0538 4.6334  -0.356
H -3.2081 2.3842 2.3598  0.231
H -1.5015 2.3979 2.7597  0.214
H -2.8693 0.0609 2.9726  0.086
O -1.2818 1.6759 -3.5125  -0.442
C -1.7554 0.6842 -4.0575  0.456
O -2.2921 0.7138 -5.2755  -0.385
C -2.8349 -0.5308 -5.6129  -0.560
C -2.2373 -1.4500 -4.6225  0.323
F -1.1018 -1.9401 -5.1358  -0.303
O -1.7802 -0.6155 -3.5828  -0.016
H -3.9188 -0.5910 -5.5141  0.299
H -2.6856 -0.5635 -6.6921  0.307
H -2.8651 -2.2780 -4.2931  0.345
O 3.0340 2.4896 -0.3436  -0.593
C 1.9057 2.9994 -0.4267  0.703
O 1.1537 3.0351 -1.5261  -0.206
C -0.0660 3.6987 -1.3353  -0.032
C 0.1252 4.1601 0.0762  0.130
F -0.9203 3.9960 0.8295  -0.223
O 1.1778 3.4351 0.5856  -0.285
H -0.2297 4.5895 -1.9417  0.317
H -0.9239 3.0267 -1.3629  0.060
H 0.3493 5.2140 0.2410  0.231
O -3.6126 -1.8393 0.9410  -0.603
C -2.6023 -1.2810 0.4482  0.557
O -2.0608 -0.0893 0.7951  -0.307
C -1.1401 0.2966 -0.2223  -0.033
C -0.6576 -1.0083 -0.7115  0.636
F 0.3076 -1.4705 0.0690  -0.303
O -1.8591 -1.8325 -0.5269  -0.368
H -1.6581 0.8653 -0.9946  0.062
H -0.3242 0.7253 0.3596  0.163
H -0.3025 -0.9973 -1.7420  0.049
O 1.9204 -1.5916 5.9431  -0.642
S 1.9883 -2.8711 5.1876  1.085
O 1.5333 -4.1074 5.8340  -0.638
C 0.9269 -2.7191 3.6138  -0.703
C 1.6252 -3.5856 2.5675  -0.488
C 3.1554 -3.3669 2.6484  -0.592
C 3.4909 -3.0911 4.1866  -0.749
H 0.9243 -1.6397 3.4624  0.253
H -0.1169 -2.9381 3.8388  0.505
H 1.5189 -4.6325 2.8519  0.339
H 1.2809 -3.4747 1.5393  0.239
H 3.4435 -2.3856 2.2713  0.196
H 3.7023 -4.1080 2.0655  0.432
H 3.9799 -2.1637 4.4846  0.434
H 4.0161 -3.8823 4.7217  0.340

---

Record 2
Formula: C7H12ClFO5P
Source: the OMol25 dataset
Level of theory: ωB97M-V with the def2-TZVPD basis set

- E (eV) = -42223.844
- highest occupied orbital energy (eV) = -4.10
- net charge = -1

Last column: Mulliken charge in e.
Geometry (Å):
C 2.5923 -0.2762 0.5436  -0.981
C 1.9858 -1.5938 -0.0446  -0.637
C 0.9220 -1.3376 -1.1181  -0.076
F 1.3348 -0.4075 -2.0451  -0.318
C -0.4787 -0.9614 -0.6031  0.124
O -1.2338 -2.0837 -0.1507  -0.412
C -2.3009 -1.6261 0.5910  0.347
O -3.0960 -2.3038 1.0894  -0.552
C -2.2373 -0.0611 0.5898  -0.502
C -0.6646 0.0465 0.5500  0.058
P -0.3158 1.8248 0.2963  0.448
O 0.7798 2.3182 1.1765  -0.764
O -1.6194 2.6855 0.7310  -0.440
O 0.2005 2.1511 -1.2040  -0.432
H 2.1479 -0.0809 1.5262  0.268
H 2.4342 0.5710 -0.1260  0.178
H 3.6658 -0.4325 0.7245  0.392
H 2.8312 -2.0827 -0.5606  0.385
H 1.6656 -2.2912 0.7382  0.316
H 0.7926 -2.2870 -1.6693  0.322
H -0.9374 -0.4318 -1.4615  0.327
H -2.7464 0.2945 1.4846  0.409
H -2.7281 0.1594 -0.3722  0.308
H -0.4019 -0.3010 1.5578  0.338
H -1.3610 3.6182 0.7611  0.316
H 1.0520 2.6021 -1.0805  0.320
Cl -2.2833 2.2871 -1.9241  -0.740

---

Record 3
Formula: C5H12N2O
Source: the OMol25 dataset
Level of theory: ωB97M-V with the def2-TZVPD basis set

- E (eV) = -10405.675
- energy relative to the best compared isomer or geometry (same formula, charge and spin) (kJ/mol) = 265.3
- highest occupied orbital energy (eV) = -8.52
- net charge = 0
- SMILES string = C/C=C/O.C/N=C\N

Last column: Mulliken charge in e.
Geometry (Å):
C 0.2717 0.7057 2.0454  -0.936
C -0.6978 1.8100 1.7635  -0.046
C -0.5780 2.6601 0.7646  -0.175
O -1.4528 3.7036 0.5898  -0.500
H -0.2589 -0.2348 2.2057  0.243
H 0.9881 0.5377 1.2445  0.201
H 0.8326 0.8972 2.9613  0.313
H -1.5350 1.9181 2.4428  0.322
H 0.2222 2.6014 0.0377  0.241
H -1.3740 4.0413 -0.3037  0.328
C 1.2317 -0.6886 -1.6057  -0.766
N 0.9836 -1.6080 -0.5068  -0.348
C 0.1490 -2.5277 -0.6482  0.053
N -0.6096 -2.8008 -1.8510  -0.622
H 2.3006 -0.5047 -1.6748  0.275
H 0.7589 0.2656 -1.3673  0.158
H 0.8537 -1.0155 -2.5711  0.424
H -0.0455 -3.1965 0.1915  0.350
H -0.4426 -3.7690 -2.1157  0.234
H -1.5976 -2.7952 -1.6025  0.250

---

- The lowest highest occupied orbital energy belongs to which entry?
  C19H23F5O17S